No. 1
Here is a structure of composition C28H36As2AuSi at a distorted geometry from the OMol25 dataset. Energies are from ωB97M-V/def2-TZVPD.

```
68
Properties=species:S:1:pos:R:3:forces:R:3:lowdin_spin:R:1
C -1.990443 -0.073995 1.553564 0.18 -2.19 -1.82 0.224
C -1.611785 -1.418876 1.056531 -0.36 1.58 0.72 0.048
C -1.464360 -2.251055 2.232853 -0.82 0.38 -0.23 0.312
H -1.896615 -1.790265 0.076015 0.44 0.08 0.20 0.008
C -1.817143 -1.494659 3.366007 -0.59 1.79 0.58 0.048
C -2.119576 -0.166009 2.965609 0.00 -1.87 1.63 0.211
H -2.524461 0.615266 3.602741 0.31 -0.13 -0.07 0.007
H -2.400631 0.717558 0.930078 0.25 -0.16 0.14 0.006
H -1.284162 -3.319156 2.224713 0.16 0.16 -0.06 0.016
H -1.922619 -1.860644 4.389851 0.30 0.11 -0.44 -0.002
Au 0.302293 -0.313188 1.010642 -0.92 -0.55 -0.39 0.120
C 1.497746 -1.740606 -2.665974 -0.19 -0.14 -1.03 0.154
H 1.907687 -2.400122 -1.893256 -0.37 0.09 -0.02 0.006
H 2.115360 -0.828088 -2.703439 -0.46 -0.19 0.12 -0.001
H 1.640732 -2.241620 -3.648275 -0.02 0.09 0.50 0.012
Si -0.496867 -1.447899 -2.627042 1.52 -0.63 -1.22 0.236
C -1.230636 -0.495127 -4.051385 0.33 0.23 -0.04 0.000
C -2.515377 -0.040685 -3.703456 0.10 0.56 -0.24 0.015
H -3.045949 -0.497538 -2.866193 0.08 0.05 -0.27 0.010
C -3.082653 1.073703 -4.308753 0.06 -0.28 -0.45 0.003
H -4.061276 1.403745 -3.949024 0.35 0.11 -0.32 0.000
C -2.412874 1.686145 -5.382230 0.07 -0.45 0.34 0.001
H -2.892115 2.538381 -5.873395 0.38 -0.32 0.03 0.000
C -1.163086 1.185222 -5.793883 -0.31 0.02 -0.07 0.000
H -0.692761 1.626698 -6.680001 -0.04 -0.11 0.48 0.000
C -0.537051 0.123259 -5.107754 -0.60 0.49 -0.02 0.002
H 0.494154 -0.152343 -5.384725 -0.67 -0.02 0.17 0.000
C -1.196607 -3.155730 -2.320722 0.59 -0.86 -0.35 0.078
C -2.339580 -3.586832 -2.999840 -0.36 0.23 0.61 0.019
H -2.582267 -3.170755 -3.978935 -0.11 0.04 0.35 0.001
C -3.210867 -4.467676 -2.357406 0.28 -0.29 -0.15 0.002
H -4.153529 -4.719469 -2.841740 0.22 -0.11 0.17 0.000
C -2.867620 -5.014536 -1.115326 0.19 0.12 0.14 0.007
H -3.548909 -5.692264 -0.599658 0.13 0.22 -0.18 0.000
C -1.624449 -4.719801 -0.535519 0.04 -0.21 -0.30 0.001
H -1.324309 -5.166230 0.415769 -0.15 -0.07 -0.36 0.000
C -0.757666 -3.834006 -1.176808 -0.74 0.24 0.19 0.013
H 0.214442 -3.583413 -0.754827 -0.22 -0.04 0.15 0.001
H -0.031204 -0.224158 -1.871869 -0.07 0.75 0.98 0.208
H -1.641193 -1.112309 -1.662208 0.02 0.45 0.60 0.178
C 3.671706 0.809002 4.613747 -0.07 -0.42 -0.28 0.002
As 2.045407 0.504406 3.536870 0.33 0.70 -0.27 0.006
C 0.750871 0.452180 4.978794 -0.05 -0.27 0.02 0.002
C 1.790036 2.401990 2.996966 -0.01 -0.62 -0.22 0.000
C 1.636104 3.375626 3.975109 0.07 0.43 -0.48 0.000
C 1.429995 4.703798 3.588720 -0.10 -0.19 0.01 0.000
C 1.358850 5.038380 2.237304 0.20 -0.02 -0.06 0.000
C 1.529643 4.067181 1.245104 -0.14 0.02 0.37 0.000
C 1.746254 2.749970 1.633202 -0.14 -0.33 0.00 -0.001
As 1.828192 1.310317 0.298263 0.75 1.04 0.03 0.017
C 1.454789 2.139527 -1.432033 0.19 0.08 0.40 0.012
C 3.696365 0.773534 0.268945 0.06 0.19 -0.24 0.008
H 4.158348 -0.172227 4.686847 0.09 0.42 0.21 0.000
H 3.379406 1.179527 5.601340 0.24 -0.03 -0.20 0.000
H 4.319556 1.523466 4.092615 -0.11 -0.24 0.21 0.000
H 1.226391 0.848927 5.877843 -0.35 -0.07 0.01 0.000
H -0.126991 1.032188 4.686709 0.08 -0.11 0.20 0.001
H 0.481979 -0.602491 5.101917 -0.08 0.31 0.25 0.000
H 1.688375 3.108063 5.027377 -0.05 0.10 -0.13 0.000
H 1.300421 5.465201 4.355862 0.04 -0.08 -0.24 0.000
H 1.192055 6.069022 1.944474 -0.02 -0.07 0.05 0.000
H 1.453391 4.324736 0.189511 0.05 0.09 0.29 0.000
H 2.058829 3.042107 -1.537472 0.00 -0.11 -0.11 0.001
H 1.702327 1.423002 -2.216855 -0.05 0.10 0.09 0.004
H 0.395639 2.398403 -1.488219 0.12 -0.09 0.02 0.002
H 4.303566 1.631705 0.576879 -0.04 -0.26 -0.09 0.001
H 3.847175 -0.072660 0.946466 -0.05 0.23 -0.13 0.000
H 3.949545 0.484196 -0.757017 0.04 0.01 0.24 0.000
```
Forces are in eV/Å.

## Properties
**LUMO energy (alpha / beta)**: -2.62 / -5.59 eV
**Highest occupied orbital energy (alpha / beta)**: -10.66 / -11.00 eV
**Relative energy (zero: lowest compared OMol25 entry of this formula, charge and spin)**: 316.74 kJ/mol
**Charge**: +1
**Frontier orbital gap (alpha / beta)**: 8.0 / 5.4 eV
**F_max**: 2.85 eV/Å
**Spin multiplicity**: 3

***

No. 2
Here is a structure of composition C28H36As2SiYb at a distorted geometry from the OMol25 dataset. Energies are from ωB97M-V/def2-TZVPD.

```
68
Properties=species:S:1:pos:R:3:forces:R:3:lowdin_spin:R:1
C -2.661304 -0.105502 -0.673115 -1.43 0.11 -0.63 0.006
C -1.840212 0.133330 -1.761462 -1.54 -0.56 -1.48 0.011
C -1.057743 -1.084789 -2.057777 -1.92 -0.46 -0.15 -0.002
H -1.790877 1.032656 -2.375393 0.01 -0.15 0.38 0.000
C -1.506631 -2.064262 -1.024216 -0.79 -0.64 -1.77 0.011
C -2.468344 -1.455382 -0.228396 -1.38 -0.70 -0.04 0.009
H -2.994921 -1.884059 0.626649 0.18 0.01 -0.37 0.001
H -3.354865 0.593410 -0.198519 0.30 -0.20 -0.25 0.001
H -0.919334 -1.451878 -3.081487 0.00 0.13 -0.06 0.000
H -1.111320 -3.074749 -0.939638 -0.22 0.22 -0.04 0.000
Yb -0.478847 -0.387681 0.041815 4.89 2.34 4.86 0.044
C 4.053161 1.764153 0.393670 0.12 1.32 -1.08 0.327
H 3.079182 1.477840 -0.154806 -1.53 -0.97 -0.38 0.165
H 4.549100 1.483478 -0.585483 0.40 -0.54 -0.48 0.121
H 3.443159 2.650610 0.759822 -0.78 0.38 0.65 0.138
Si 0.839450 -0.445102 -2.172819 2.29 0.53 0.92 -0.004
C 1.204062 0.798338 -3.491362 -0.28 0.55 -0.91 -0.001
C 0.315192 1.259425 -4.487992 0.65 -0.10 0.09 -0.001
H -0.738937 0.953348 -4.452952 0.46 0.11 -0.25 0.000
C 0.792925 2.068445 -5.529972 -0.10 0.03 0.18 0.001
H 0.116839 2.382922 -6.324176 0.13 -0.07 0.19 0.000
C 2.129184 2.475014 -5.564662 -0.04 -0.30 0.41 -0.001
H 2.508421 3.075520 -6.389766 -0.17 -0.09 0.20 0.000
C 2.993527 2.098058 -4.527924 -0.44 -0.21 0.14 0.001
H 4.023452 2.427080 -4.526218 0.03 0.04 -0.05 0.000
C 2.538006 1.273432 -3.496197 -0.49 -0.08 -0.33 0.003
H 3.211444 0.950729 -2.694551 -0.07 0.14 -0.32 0.006
C 1.871151 -1.946164 -2.478345 0.33 -0.57 -0.51 0.000
C 2.628022 -2.086908 -3.656595 -0.27 -0.62 0.34 -0.001
H 2.755442 -1.219817 -4.306737 -0.07 -0.38 0.02 0.000
C 3.170768 -3.332379 -3.990956 0.09 0.12 0.12 0.000
H 3.732658 -3.435961 -4.920765 -0.17 -0.07 0.27 0.000
C 2.991703 -4.429108 -3.142479 0.02 0.12 0.11 -0.002
H 3.381639 -5.415701 -3.431270 -0.19 0.54 0.21 0.000
C 2.341578 -4.259761 -1.908375 0.08 -0.07 -0.06 0.000
H 2.250471 -5.104450 -1.223520 0.06 0.21 -0.19 0.000
C 1.803472 -3.021667 -1.563554 0.08 0.13 -0.65 -0.002
H 1.304740 -2.875486 -0.591524 0.19 -0.20 -0.42 -0.001
H 4.860690 2.562880 0.439114 1.52 0.60 0.41 0.161
H 4.256211 1.068850 1.154434 0.15 -0.84 0.86 -0.002
C 0.093698 -0.937833 4.792579 0.51 0.15 -0.16 0.000
As -0.743316 -1.221716 3.045216 -0.94 0.54 0.50 0.002
C -1.455331 -3.014981 3.360679 0.20 -0.11 -0.35 0.000
C -2.379419 -0.116957 3.380624 0.34 0.04 -0.39 0.001
C -3.424886 -0.650336 4.134540 -0.30 0.65 -0.25 0.000
C -4.619294 0.079392 4.265073 0.20 -0.18 0.13 0.000
C -4.759646 1.316941 3.643402 0.16 0.19 -0.23 0.000
C -3.699063 1.868973 2.900230 -0.19 -0.46 0.50 0.000
C -2.492299 1.177768 2.809509 0.06 -0.36 -0.38 0.001
As -0.944778 1.960899 1.825187 -0.55 -0.03 0.56 0.003
C -1.591693 3.727497 1.321166 -0.11 -0.20 -0.23 0.000
C 0.124929 2.476869 3.379403 0.13 -0.14 -0.02 0.001
H 0.147900 -1.909770 5.297108 0.10 0.40 -0.01 0.000
H -0.493717 -0.217415 5.374791 0.22 -0.29 -0.15 0.000
H 1.100552 -0.545986 4.600144 -0.22 -0.13 0.41 0.000
H -1.151033 -3.337371 4.362494 -0.26 -0.06 -0.30 0.000
H -2.542817 -3.024244 3.243720 0.27 -0.14 0.02 0.000
H -0.989550 -3.655985 2.600539 -0.27 -0.05 0.34 0.000
H -3.321312 -1.621897 4.616151 -0.12 0.25 -0.11 0.000
H -5.438640 -0.339857 4.856781 0.28 0.21 -0.24 0.000
H -5.695024 1.875666 3.730603 0.30 -0.25 -0.03 0.000
H -3.822165 2.829120 2.402920 -0.08 -0.21 0.21 0.000
H -2.302962 4.101270 2.065781 0.29 0.10 -0.24 0.000
H -0.706063 4.374904 1.258714 -0.37 -0.13 -0.02 0.000
H -2.062527 3.641993 0.332052 0.07 0.25 0.34 0.000
H -0.508335 2.451859 4.275341 0.28 0.11 -0.24 0.000
H 0.959342 1.770704 3.477865 -0.16 0.34 0.13 0.000
H 0.495134 3.491781 3.184889 0.03 -0.34 0.23 0.001
```
Forces are in eV/Å.

## Properties
**LUMO energy (alpha / beta)**: -3.13 / -3.05 eV
**Highest occupied orbital energy (alpha / beta)**: -7.23 / -9.43 eV
**Relative energy (zero: lowest compared OMol25 entry of this formula, charge and spin)**: 469.77 kJ/mol
**Charge**: +1
**Frontier orbital gap (alpha / beta)**: 4.1 / 6.4 eV
**F_max**: 7.28 eV/Å
**Spin multiplicity**: 2

***

No. 3
Here is a structure of composition C28H36AuGeNOSSi2 at a distorted geometry from the OMol25 dataset. Energies are from ωB97M-V/def2-TZVPD.

```
71
Properties=species:S:1:pos:R:3:forces:R:3:lowdin_spin:R:1
Au 0.201613 1.058701 0.173227 0.30 0.64 -0.22 0.310
C 4.985675 4.288149 -3.999091 -0.01 0.00 0.00 0.000
Si 4.195576 2.729087 -3.349854 0.00 0.01 0.00 0.006
C 3.434250 1.740766 -4.737260 0.00 0.01 0.01 0.010
C 5.424722 1.719073 -2.374058 0.00 0.01 -0.02 0.006
C 2.808076 3.270678 -2.155102 0.02 -0.05 0.01 0.006
C 2.568335 4.608893 -1.859711 0.01 -0.02 -0.03 -0.001
C 1.574720 5.007957 -0.966893 0.00 0.01 0.00 0.001
C 0.814255 4.041963 -0.356368 0.00 -0.02 0.01 0.011
N 1.022638 2.745132 -0.630535 -0.17 0.06 -0.04 0.057
C 1.977137 2.362285 -1.496818 -0.08 0.06 -0.01 0.036
S 1.970299 0.619125 -1.634338 0.06 -0.11 -0.06 0.496
H 5.778565 4.024804 -4.702287 0.00 0.00 0.00 0.000
H 5.442882 4.881143 -3.204354 0.00 0.00 0.00 0.000
H 4.273925 4.918888 -4.535700 0.00 0.00 0.00 0.000
H 4.188812 1.523814 -5.496613 0.01 0.00 0.01 0.001
H 2.626330 2.292778 -5.221287 0.00 0.00 0.00 0.000
H 3.031577 0.787232 -4.391883 -0.01 0.00 -0.01 0.008
H 6.270977 1.445529 -3.008228 -0.01 0.00 0.00 0.000
H 4.983151 0.796155 -1.995082 0.00 0.00 0.01 0.004
H 5.814859 2.283771 -1.525175 0.00 0.00 0.00 0.000
H 3.172655 5.370662 -2.337136 0.00 0.00 0.00 0.000
H 1.398935 6.051066 -0.749578 0.00 0.00 0.01 0.000
H 0.033145 4.271080 0.353984 -0.01 0.00 -0.01 0.001
C 2.440173 0.140633 2.117340 -0.04 -0.25 0.17 0.001
Ge 0.839317 -0.865834 2.576642 0.18 -0.40 0.61 0.004
C -0.072823 -0.022515 4.065914 0.25 0.02 0.14 0.001
C 0.580125 -0.019894 5.301670 -0.02 -0.04 -0.02 0.000
C -0.005249 0.569369 6.411113 -0.06 0.03 -0.01 0.000
C -1.250147 1.176023 6.295205 0.04 -0.01 0.02 0.000
C -1.901582 1.192385 5.071850 -0.01 -0.01 -0.04 0.000
C -1.315584 0.594313 3.963165 -0.03 0.01 -0.13 0.002
C 1.152747 -2.787556 2.646980 0.02 0.27 0.15 0.000
C 2.249151 -3.255600 1.967720 0.02 0.01 -0.07 0.000
C 2.533792 -4.636631 1.886710 0.01 0.02 0.00 0.000
C 1.710210 -5.533705 2.497792 -0.01 0.02 -0.01 0.000
C 0.573040 -5.099317 3.223882 -0.02 0.06 0.03 0.000
C -0.290155 -6.028807 3.853714 0.00 -0.02 0.00 0.000
C -1.387630 -5.608620 4.546245 -0.01 0.00 0.00 0.000
C -1.671894 -4.230475 4.644606 0.03 -0.03 -0.02 0.000
C -0.857084 -3.311642 4.046566 -0.01 0.00 -0.04 0.000
C 0.289279 -3.712651 3.313493 0.00 -0.02 0.08 0.000
H 3.146676 -0.087037 2.919129 0.12 0.10 -0.06 0.000
H 2.235875 1.210832 2.128803 0.03 -0.01 0.05 0.000
H 2.879104 -0.138605 1.161634 0.01 -0.03 0.01 0.000
H 1.551052 -0.493056 5.412156 -0.01 -0.01 -0.01 0.000
H 0.505069 0.553996 7.365001 0.00 0.01 0.00 0.000
H -1.710914 1.636650 7.158934 0.00 0.00 0.01 0.000
H -2.869114 1.668389 4.979064 -0.01 -0.01 0.00 0.000
H -1.840373 0.603503 3.013735 0.02 0.02 0.05 0.001
H 2.919110 -2.565718 1.465556 -0.01 0.00 0.01 0.000
H 3.403703 -4.972787 1.338612 0.00 0.00 0.00 0.000
H 1.911965 -6.596362 2.438862 0.01 0.00 0.00 0.000
H -0.062543 -7.084776 3.773413 0.01 0.00 0.00 0.000
H -2.040082 -6.327375 5.023563 0.00 0.00 0.00 0.000
H -2.538620 -3.901902 5.203321 0.00 0.01 0.00 0.000
H -1.088805 -2.258613 4.139587 0.02 -0.03 0.04 0.000
C -3.082262 -1.549759 1.662028 0.04 0.06 0.09 0.001
Si -1.636040 -1.574700 0.501529 0.07 -0.03 -0.04 0.003
C -1.066661 -3.301308 0.151148 0.14 -0.03 0.04 0.000
C -2.065621 -0.755532 -1.116796 0.05 0.10 0.09 0.000
O -0.346441 -0.624431 1.185731 -0.83 -0.38 -0.67 0.032
H -3.842975 -2.227290 1.265819 -0.01 0.00 0.01 0.000
H -3.535540 -0.560855 1.752062 0.01 0.00 -0.02 0.000
H -2.820707 -1.898806 2.662121 -0.02 -0.02 -0.03 0.000
H -1.928200 -3.862396 -0.220892 0.01 0.00 -0.05 0.000
H -0.678315 -3.832423 1.019001 -0.08 0.02 -0.03 0.000
H -0.295662 -3.315368 -0.622477 -0.02 0.00 -0.01 0.000
H -2.865172 -1.332029 -1.590191 0.00 0.00 0.00 0.000
H -1.218125 -0.743396 -1.806209 -0.01 -0.02 -0.02 -0.001
H -2.431540 0.268052 -1.003021 -0.02 -0.01 0.00 0.001
```
Forces are in eV/Å.

## Properties
**LUMO energy (alpha / beta)**: -2.60 / -5.19 eV
**Highest occupied orbital energy (alpha / beta)**: -10.73 / -10.73 eV
**Relative energy (zero: lowest compared OMol25 entry of this formula, charge and spin)**: 0.00 kJ/mol
**Charge**: +1
**Frontier orbital gap (alpha / beta)**: 8.1 / 5.5 eV
**F_max**: 1.13 eV/Å
**Spin multiplicity**: 2